C6H35NO11 | wB97M-V/def2-TZVPD

Summary:
max |F|: 0.05388 hartree/bohr
E_HOMO: -8.528 eV
ΔE to the lowest compared entry with this formula, charge and spin: 3.2594 eV
LUMO: 0.0086 Ha
structure (SMILES): C=CCCCNC.O.O.O.O.O.O.O.O.O.O.O

```
53
C6H35NO11 wB97M-V/def2-TZVPD
C -1.307 1.616 -0.146
C -1.770 2.276 -1.446
C -0.919 3.293 -2.126
C 0.249 3.058 -2.705
C 0.016 0.830 -0.059
N -0.122 -0.602 -0.127
C 0.955 -1.311 0.534
H -1.359 2.386 0.625
H -2.016 0.849 0.190
H -2.695 2.792 -1.199
H -1.942 1.481 -2.164
H -1.294 4.306 -2.163
H 0.914 3.629 -3.337
H 0.554 2.021 -2.760
H 0.598 1.286 0.757
H 0.657 1.219 -0.862
H -0.985 -0.993 0.228
H 0.829 -1.399 1.631
H 0.983 -2.400 0.407
H 1.929 -0.867 0.349
H 2.146 -0.724 -2.886
H 2.328 0.687 -3.447
O 1.668 0.014 -3.337
H 2.389 -2.040 -1.517
H 3.683 -2.282 -2.324
O 3.208 -1.624 -1.807
H -0.416 0.113 3.681
H -1.200 -1.134 3.247
O -1.121 -0.176 3.096
H -2.367 -3.104 -0.459
H -2.729 -2.132 0.798
O -2.054 -2.645 0.313
H -2.875 -2.818 3.348
H -1.659 -3.096 2.594
O -1.935 -2.923 3.511
H -2.320 -1.119 -3.624
H -1.757 -0.988 -2.138
O -2.478 -1.284 -2.697
H 2.967 0.322 2.328
H 3.520 1.201 3.531
O 3.000 0.440 3.278
H 4.156 1.013 -0.112
H 3.171 1.726 -1.148
O 3.271 1.087 -0.440
H -2.920 -0.295 2.137
H -4.347 -0.728 2.087
O -3.482 -1.027 1.820
H 0.672 2.603 3.928
H 1.639 1.621 3.208
O 1.235 2.505 3.157
H 0.264 -2.944 -1.669
H 0.401 -1.430 -1.842
O 0.666 -2.290 -2.244
```